Entry 1:
DFT (ωB97M-V with the def2-TZVPD basis set) results for a molecular structure, C39H48MnN2O6SSbSi at a distorted geometry.

Last column: Mulliken charge in e.
Cartesian coordinates (Å):
Mn -0.50 -0.31 0.26  0.93
O -0.42 -0.27 4.54  -0.51
C -0.34 -0.45 3.37  -0.29
O -0.88 0.43 2.45  -0.26
C 0.39 -1.54 2.69  0.10
C 1.14 -2.44 3.44  -0.80
C 1.96 -3.35 2.78  -1.03
C 2.01 -3.31 1.39  -0.72
C 1.18 -2.43 0.71  0.89
N 0.37 -1.56 1.35  2.31
C 1.07 -2.27 -0.79  -0.96
O 1.99 -2.32 -1.56  -0.72
O -0.20 -1.96 -1.14  0.09
H 1.09 -2.39 4.52  0.63
H 2.55 -4.06 3.33  0.55
H 2.67 -3.97 0.85  0.73
S -1.49 1.82 3.29  -0.31
Sb -0.93 3.37 1.51  1.69
C -2.25 4.98 2.05  0.89
C -1.66 6.23 2.14  -0.40
C -2.42 7.29 2.61  -0.74
C -3.74 7.09 2.98  -0.54
C -4.31 5.83 2.88  -0.82
C -3.56 4.76 2.42  -0.46
C -1.68 2.13 -0.13  0.95
C -3.06 1.98 -0.19  -0.60
C -3.65 1.48 -1.34  -0.93
C -2.86 1.10 -2.42  -0.98
C -1.48 1.19 -2.34  -0.51
C -0.88 1.73 -1.20  -0.48
C 1.03 4.29 1.17  0.28
C 1.35 4.62 -0.14  -0.18
C 2.59 5.20 -0.39  -0.86
C 3.46 5.46 0.66  -0.59
C 3.10 5.15 1.96  -0.77
C 1.87 4.56 2.23  -0.37
H -0.63 6.38 1.85  0.39
H -1.96 8.27 2.68  0.44
H -4.32 7.92 3.35  0.43
H -5.33 5.68 3.18  0.43
H -4.01 3.78 2.37  0.31
H -3.69 2.30 0.63  0.36
H -4.73 1.42 -1.41  0.51
H -3.33 0.78 -3.34  0.53
H -0.87 0.93 -3.20  0.56
H 0.17 2.00 -1.24  0.42
H 0.66 4.46 -0.96  0.58
H 2.85 5.47 -1.40  0.47
H 4.42 5.91 0.45  0.48
H 3.78 5.36 2.77  0.46
H 1.59 4.33 3.25  0.49
O 1.41 1.62 1.34  -0.40
C 2.00 0.99 0.46  0.39
O 1.42 0.17 -0.31  -0.70
C 3.51 1.12 0.23  -0.09
N 3.91 0.50 -1.07  0.06
C 5.38 0.33 -0.96  -0.58
C 5.60 -0.11 0.49  -0.73
C 4.33 0.32 1.25  -0.47
H 3.81 2.18 0.23  0.47
H 3.64 1.06 -1.89  0.37
H 3.42 -0.41 -1.14  -0.02
H 5.85 1.29 -1.15  0.37
H 5.76 -0.39 -1.68  0.42
H 6.49 0.36 0.90  0.32
H 5.74 -1.19 0.56  0.36
H 4.55 0.91 2.13  0.49
H 3.76 -0.56 1.57  -0.01
C -1.85 -2.18 -3.54  -1.46
Si -1.23 -3.11 -2.01  0.42
C -0.24 -4.70 -2.52  1.84
C -1.27 -5.72 -3.03  -1.88
C 0.57 -5.34 -1.39  -1.45
C 0.71 -4.34 -3.67  -1.71
C -2.63 -3.25 -0.66  2.18
C -3.02 -1.84 -0.19  -1.61
C -2.21 -4.07 0.57  -1.65
C -3.88 -3.89 -1.26  -1.91
H -2.14 -2.89 -4.32  0.41
H -1.09 -1.54 -3.98  0.40
H -2.73 -1.57 -3.34  0.22
H -1.92 -6.07 -2.24  0.37
H -0.74 -6.58 -3.44  0.53
H -1.88 -5.31 -3.83  0.36
H -0.05 -5.58 -0.53  0.24
H 1.38 -4.69 -1.07  0.17
H 1.02 -6.26 -1.75  0.64
H 0.18 -3.90 -4.51  0.35
H 1.19 -5.25 -4.03  0.53
H 1.49 -3.66 -3.35  0.23
H -2.22 -1.36 0.44  0.10
H -3.91 -1.90 0.43  0.74
H -3.25 -1.19 -1.04  0.24
H -1.29 -3.70 1.02  0.16
H -2.08 -5.12 0.31  0.38
H -2.99 -4.02 1.33  0.53
H -4.28 -3.29 -2.07  0.40
H -4.64 -4.01 -0.50  0.53
H -3.66 -4.88 -1.66  0.39

## Properties
DFT total energy: -113034.3538 eV
largest force on an atom: 2.4 eV/A
<S²>: 1.2382
spin multiplicity: 2
total charge: +3
ΔE to the lowest compared entry with this formula, charge and spin: 0.000 eV
LUMO level (spin up / spin down): -8.559 / -8.554 eV


Entry 2:
DFT (ωB97M-V with the def2-TZVPD basis set) results for a molecular structure, C39H48MnP2Si at a distorted geometry.

Last column: Mulliken charge in e.
Cartesian coordinates (Å):
Mn 0.15 -0.79 3.09  0.29
C -2.53 0.03 4.98  -0.80
C -2.36 -0.22 3.66  -0.39
C -2.79 0.76 2.60  -0.63
C -1.62 1.63 2.09  -0.62
C -0.45 1.82 3.01  -0.92
C -0.52 2.29 4.27  -0.33
C -1.80 2.59 4.94  -1.23
C -2.65 1.40 5.53  -1.06
C 2.12 -0.27 3.16  -1.16
H -2.38 -0.77 5.71  0.63
H -2.25 -1.26 3.32  0.87
H -3.67 1.36 2.90  0.42
H -3.14 0.19 1.71  0.33
H -1.20 1.20 1.16  0.06
H -2.04 2.58 1.75  0.44
H 0.51 1.88 2.49  0.87
H 0.42 2.53 4.78  0.80
H -2.45 3.17 4.26  0.53
H -1.60 3.25 5.81  0.42
H -2.43 1.31 6.62  0.36
H -3.68 1.78 5.44  0.38
H 2.67 -1.23 3.12  0.34
H 2.44 0.42 3.96  0.22
H 2.10 0.22 2.18  0.43
P -0.45 -1.64 -3.81  0.44
P 1.23 0.52 -4.10  0.21
C -1.30 -0.17 -4.45  -0.61
C -0.45 0.87 -4.71  -0.65
C -0.95 -2.91 -5.05  0.58
C -2.12 -2.77 -5.83  -0.04
C -2.46 -3.78 -6.74  -0.61
C -1.65 -4.93 -6.89  -0.46
C -0.48 -5.04 -6.12  -0.57
C -0.11 -4.04 -5.21  -0.50
C -1.32 -2.04 -2.27  0.61
C -0.99 -1.27 -1.14  -0.93
C -1.63 -1.52 0.06  0.41
C -2.69 -2.42 0.14  -0.61
C -3.03 -3.16 -0.99  -0.87
C -2.33 -3.00 -2.19  -0.66
C 2.17 1.00 -5.66  0.29
C 2.02 0.17 -6.80  -0.26
C 2.54 0.57 -8.03  -0.67
C 3.20 1.81 -8.14  -0.38
C 3.36 2.63 -7.02  -0.65
C 2.86 2.22 -5.78  -0.34
C 1.55 1.96 -3.02  0.48
C 2.77 2.03 -2.33  -0.44
C 3.11 3.18 -1.63  -0.67
C 2.23 4.26 -1.57  -0.49
C 0.98 4.18 -2.21  -0.70
C 0.63 3.01 -2.90  -0.18
H -2.38 -0.17 -4.63  0.62
H -0.66 1.80 -5.24  0.75
H -2.77 -1.89 -5.75  0.16
H -3.37 -3.70 -7.35  0.36
H -1.94 -5.72 -7.58  0.36
H 0.15 -5.93 -6.23  0.35
H 0.81 -4.14 -4.63  0.38
H -0.26 -0.47 -1.24  0.41
H -1.28 -0.99 0.95  0.10
H -3.25 -2.52 1.07  0.38
H -3.85 -3.87 -0.94  0.37
H -2.59 -3.59 -3.06  0.34
H 1.46 -0.77 -6.71  0.37
H 2.42 -0.07 -8.92  0.37
H 3.62 2.12 -9.10  0.35
H 3.89 3.59 -7.10  0.36
H 2.99 2.86 -4.91  0.25
H 3.44 1.18 -2.39  0.40
H 4.07 3.23 -1.11  0.44
H 2.48 5.16 -1.01  0.40
H 0.27 5.01 -2.17  0.39
H -0.35 2.94 -3.38  0.35
C 2.79 -1.38 7.08  -1.13
Si 1.07 -0.59 6.88  0.14
C 0.10 -0.97 8.46  -1.06
C 1.36 1.27 6.83  -0.91
C 0.36 -1.34 5.25  -0.86
H 3.29 -0.95 7.96  0.30
H 3.41 -1.16 6.20  0.29
H 2.75 -2.47 7.21  0.30
H 0.67 -0.62 9.34  0.29
H -0.87 -0.44 8.51  0.28
H -0.11 -2.03 8.63  0.32
H 1.99 1.56 5.98  0.24
H 0.43 1.85 6.76  0.21
H 1.88 1.64 7.74  0.44
H 1.03 -2.17 4.92  0.42
H -0.60 -1.85 5.54  0.50

## Properties
DFT total energy: -98991.3200 eV
largest force on an atom: 2.8 eV/A
<S²>: 8.7880
spin multiplicity: 6
ΔE to the lowest compared entry with this formula, charge and spin: 0.102 eV
LUMO level (spin up / spin down): 0.069 / -0.198 eV